No. 1
The following is a DFT calculation (ωB97M-V/def2-TZVPD) of C30H32FeN2O3P as an isolated structure at a distorted geometry.

For the max |F|, the calculation gives 5.4 eV/Å. As for the energy: -3102.2609 a.u. As for the HOMO-LUMO gap (spin up / spin down): 5.369 / 5.950 eV. The calculation puts the HOMO energy (spin up / spin down) at -7.860 / -11.174 eV. The energy above the lowest of the compared OMol25 structures with the same formula, charge and spin is 20.68 kJ/mol. Its spin multiplicity is 5. The net charge is +1. As for the LUMO energy (spin up / spin down): -2.491 / -5.224 eV.

Geometry as XYZ:
```
69
C30H32FeN2O3P, DFT ωB97M-V/def2-TZVPD
C -10.32794 -4.15731 4.15453
C -8.88986 -4.31506 4.54270
C -7.92902 -4.54812 3.55884
C -6.58533 -4.72165 3.87992
C -5.61466 -5.06064 2.78896
C -6.18179 -4.60517 5.22349
N -4.79955 -4.81690 5.57491
P -3.48627 -3.84024 4.90313
H -3.18453 -3.05335 6.09793
N -2.38045 -5.10837 5.34507
C -1.01620 -5.15297 4.89880
C 0.01875 -5.13050 5.85139
C -0.29177 -5.05958 7.31130
C 1.33836 -5.17619 5.39988
C 1.63536 -5.34184 4.04433
C 3.06385 -5.44116 3.59659
C 0.58878 -5.41786 3.12156
C -0.73925 -5.32036 3.53018
C -1.84039 -5.47582 2.52834
C -3.00768 -6.20637 5.90460
C -4.34953 -6.04885 6.01937
C -7.13711 -4.41394 6.24025
C -6.73455 -4.38836 7.68367
C -8.47248 -4.24031 5.87497
H -10.94000 -3.94106 5.03297
H -10.45830 -3.33825 3.43693
H -10.71437 -5.06601 3.67584
H -8.23013 -4.58792 2.51101
H -4.91789 -5.86315 3.07123
H -6.18487 -5.42116 1.91966
H -5.03948 -4.17674 2.46413
H 0.62046 -4.81902 7.87206
H -1.03920 -4.28606 7.51150
H -0.69196 -6.00162 7.71745
H 2.15333 -5.08599 6.12100
H 3.11431 -5.56746 2.50964
H 3.62046 -4.53257 3.86396
H 3.56472 -6.29341 4.07730
H 0.81896 -5.55205 2.06155
H -1.39953 -5.68475 1.54649
H -2.50234 -6.31707 2.77201
H -2.45181 -4.56929 2.42934
H -2.42555 -7.07669 6.18152
H -5.05811 -6.77503 6.38832
H -7.57088 -4.00909 8.28334
H -6.48722 -5.38725 8.06861
H -5.86462 -3.74431 7.86420
H -9.21444 -4.03547 6.64882
O 2.58317 -2.16676 8.55267
C 1.59134 -1.57189 8.69119
Fe 0.18700 -0.55147 8.37650
C 1.21893 0.86945 8.02497
O 1.87864 1.71170 7.57066
C 0.22653 -0.98606 6.65364
O 0.56470 -1.39284 5.60815
C -2.56692 0.69074 8.27293
C -3.02891 -0.52168 7.80931
C -2.46900 -1.75996 8.08272
C -1.22523 -1.92637 8.77201
C -0.87160 -1.24712 10.00268
C -0.84407 0.13324 10.03511
C -1.26534 0.86600 8.85484
H -3.17200 1.60081 8.12105
H -3.92566 -0.48164 7.17609
H -3.06158 -2.65854 7.89187
H -0.77975 -2.92469 8.64880
H -0.50084 -1.84780 10.83774
H -0.41359 0.68486 10.88132
H -0.90899 1.91121 8.77657
```

No. 2
The following is a DFT calculation (ωB97M-V/def2-TZVPD) of C15H28O12P2S as an isolated structure at a distorted geometry.

For the max |F|, the calculation gives 4.5 eV/Å. As for the energy: -2572.2376 a.u. As for the HOMO-LUMO gap: 9.585 eV. The calculation puts the HOMO energy at -9.152 eV. The net charge is 0. As for the LUMO energy: 0.433 eV.

Geometry as XYZ:
```
58
C15H28O12P2S, DFT ωB97M-V/def2-TZVPD
O 1.19163 2.90327 0.66052
S -0.24606 2.69335 0.68984
O -0.93274 3.92584 0.36339
O -0.52635 2.02078 2.17217
C -1.35655 0.86214 1.84074
C -1.15168 0.29690 0.39487
C -2.39698 -0.32714 -0.34014
C -3.62790 0.59819 -0.07691
C -4.58519 0.19572 0.96287
C -5.69764 1.12231 1.20222
C -5.81435 2.36041 0.44340
C -4.86532 2.73925 -0.60432
C -3.74759 1.82344 -0.84287
O -0.56560 1.43673 -0.33307
H -1.21136 0.00200 2.55182
H -2.37910 1.21940 2.14463
H -0.27845 -0.40457 0.51215
H -2.56902 -1.40853 -0.01937
H -2.22177 -0.37534 -1.45168
H -4.45374 -0.74355 1.54024
H -6.42668 0.83664 2.00106
H -6.66029 3.06066 0.62168
H -4.96201 3.69066 -1.17886
H -2.96691 2.05295 -1.60205
C -0.21034 -6.65405 -1.55299
O -0.50959 -5.36423 -1.02071
P -2.02398 -4.95418 -0.77548
O -2.21018 -3.61851 -0.19896
O -2.61901 -6.14662 0.10640
C -1.97512 -6.43742 1.34650
O -2.70707 -5.18696 -2.19142
C -4.13342 -5.13026 -2.24347
H 0.46960 -7.16182 -0.86807
H -1.10399 -7.26647 -1.68062
H 0.28008 -6.53409 -2.51796
H -1.34867 -5.61043 1.68467
H -1.35950 -7.32948 1.21905
H -2.73636 -6.63794 2.09857
H -4.52232 -4.35272 -1.58378
H -4.54596 -6.09806 -1.95412
H -4.43292 -4.90958 -3.26638
C 5.38371 3.36651 -1.84295
O 6.15963 2.67612 -0.86586
P 6.78224 3.48849 0.35141
O 7.53683 2.67585 1.30865
O 5.54265 4.27684 0.97711
C 4.42173 3.50530 1.41617
O 7.61026 4.64724 -0.36187
C 8.10240 5.69732 0.46827
H 4.40354 2.89219 -1.90506
H 5.24928 4.42033 -1.59535
H 5.87978 3.28808 -2.80988
H 4.67968 2.45408 1.55452
H 3.62861 3.58827 0.67288
H 4.06343 3.91097 2.36069
H 8.43954 5.31331 1.43259
H 7.31551 6.43776 0.62224
H 8.94156 6.17269 -0.03710
```

No. 3
The following is a DFT calculation (ωB97M-V/def2-TZVPD) of C33H32CdN7O5PS4 as an isolated structure.

For the max |F|, the calculation gives 0.5 eV/Å. As for the energy: -4138.3312 a.u. As for the HOMO-LUMO gap: 5.193 eV. The calculation puts the HOMO energy at -1.011 eV. The energy above the lowest of the compared OMol25 structures with the same formula, charge and spin is 0.00 kJ/mol. The net charge is -2. As for the LUMO energy: 4.182 eV.

Geometry as XYZ:
```
83
C33H32CdN7O5PS4, DFT ωB97M-V/def2-TZVPD
Cd 0.66607 -0.57657 1.47282
S 0.61529 1.25385 5.99800
C 0.73365 0.98272 4.32320
S 1.53010 -0.46876 3.78339
S 0.16490 2.04149 3.11783
O -3.52815 -1.37718 0.91508
C -2.76365 -0.60416 0.35053
O -1.70697 -0.06058 0.81272
C -3.07510 -0.17352 -1.08337
C -4.26067 -0.61905 -1.65511
C -4.62537 -0.23049 -2.93380
C -3.78805 0.61639 -3.64584
C -2.60181 1.05965 -3.08063
C -2.22087 0.67259 -1.79721
P -0.67831 1.28134 -0.97903
C -1.32438 2.77451 -0.12456
C -0.40266 3.64617 0.45053
C -0.82225 4.79298 1.10616
C -2.17497 5.08081 1.21228
C -3.10255 4.20643 0.66534
C -2.67938 3.06297 0.00309
C 0.07851 2.15071 -2.45452
C 0.27917 3.51815 -2.61679
C 0.92100 4.02515 -3.74130
C 1.36091 3.17449 -4.74301
C 1.16257 1.80605 -4.60083
C 0.54559 1.30482 -3.46717
H -4.87904 -1.27441 -1.05553
H -5.55547 -0.57627 -3.37015
H -4.05695 0.94107 -4.64510
H -1.96943 1.72616 -3.65482
H 0.65310 3.40559 0.41440
H -0.08751 5.43542 1.57314
H -2.50463 5.96409 1.74634
H -4.16342 4.40338 0.76589
H -3.41936 2.38825 -0.40927
H -0.07727 4.20882 -1.86241
H 1.06630 5.09567 -3.83467
H 1.85604 3.57000 -5.62216
H 1.50312 1.12514 -5.37219
H 0.41721 0.23383 -3.35537
C -1.76518 -2.14482 6.07391
N -1.41945 -2.61206 4.76045
C -0.96527 -3.92865 4.40439
C -0.75164 -3.77510 2.89039
O -0.39685 -4.70080 2.17734
N -0.97327 -2.48320 2.54178
C -1.42681 -1.86292 3.63846
N -1.86497 -0.61440 3.63517
H -2.03225 -2.99987 6.69730
H -2.63189 -1.48366 6.01937
H -0.94104 -1.60014 6.54587
H -1.71794 -4.69515 4.61266
H -0.01940 -4.20329 4.87947
H -1.88869 -0.14445 2.72882
H -1.75334 -0.02853 4.45116
C 2.38426 -5.62762 1.30596
N 1.95009 -4.57983 0.40559
C 1.44434 -4.87865 -0.81596
C 0.95955 -3.93251 -1.63238
C 0.97278 -2.55275 -1.17292
O 0.65961 -1.62183 -1.94180
N 1.37480 -2.29583 0.09535
C 1.86748 -3.27515 0.91328
O 2.25843 -3.05395 2.04601
H 2.78412 -6.45248 0.71371
H 1.54912 -5.96579 1.91966
H 3.15805 -5.22899 1.95683
H 1.47581 -5.92699 -1.09122
H 0.58540 -4.15764 -2.61823
C 4.76200 2.85454 -1.49342
N 4.12859 1.60253 -1.82221
C 4.25494 0.91403 -3.01720
C 3.40054 -0.12789 -2.96136
N 2.76981 -0.07393 -1.74215
C 3.19984 0.99168 -1.03058
S 2.73967 1.44589 0.51764
H 5.72376 2.91219 -2.00257
H 4.90504 2.89831 -0.41463
H 4.13188 3.69498 -1.79446
H 4.93384 1.23135 -3.78600
H 3.17424 -0.89481 -3.67677
H 1.91466 -0.60955 -1.52266
```

No. 4
The following is a DFT calculation (ωB97M-V/def2-TZVPD) of a 2-piece molecular cluster, C3H6F2 overall at a distorted geometry.

For the max |F|, the calculation gives 5.3 eV/Å. As for the energy: -317.4693 a.u. As for the HOMO-LUMO gap (spin up / spin down): 8.836 / 9.452 eV. The calculation puts the HOMO energy (spin up / spin down) at -8.328 / -8.900 eV. The energy above the lowest of the compared OMol25 structures with the same formula, charge and spin is 457.54 kJ/mol. The net charge is 0. As for the LUMO energy (spin up / spin down): 0.508 / 0.552 eV.

Geometry as XYZ:
```
11
C3H6F2, DFT ωB97M-V/def2-TZVPD
C 0.50977 0.81094 0.08617
C -0.22737 -0.37705 0.46311
C 0.82111 -2.04890 -1.39483
F 2.16417 -2.10989 -1.36914
F 0.34303 -1.27056 -2.43594
H 0.09447 1.75850 0.76871
H 1.58880 1.08623 0.18868
H 0.35604 1.03000 -0.96705
H 0.15053 -0.90942 1.40178
H -1.24486 -0.35419 0.36631
H 0.32273 -3.05740 -1.35454
```